No. 1
Below is 7 unconnected molecules or ions with the total composition C38H39BN6O5 at a distorted geometry, with properties calculated with ωB97M-V with the def2-TZVPD basis set.

Structure (XYZ):
```
89
Properties=species:S:1:pos:R:3:mulliken_charge:R:1
C -10.230 0.753 4.104 -0.61
H 7.406 6.383 1.279 0.36
C 8.409 7.629 -1.692 -0.12
H 0.684 5.688 -7.019 0.35
H 2.678 -7.012 -1.121 0.35
O 4.728 3.923 -1.707 -0.64
C 7.195 5.591 -1.856 0.10
N 7.031 5.504 -0.536 -0.37
H -6.078 -1.640 2.214 0.18
H 6.960 -5.021 0.083 0.35
C 2.499 -0.892 -0.616 -0.28
O 0.810 3.707 -0.671 -0.54
C 4.638 -7.432 -0.332 -0.14
C 7.872 6.626 -2.482 -0.77
N 2.477 4.891 -6.431 -0.58
C -6.477 -4.553 3.418 -0.42
C 3.916 -5.262 -0.990 0.00
C 0.337 0.411 -1.097 0.24
C -8.336 -1.174 4.306 0.02
H 4.466 -8.492 -0.201 0.37
C -2.870 -0.332 0.667 0.19
H -11.200 -0.180 5.779 0.37
H -9.453 -1.957 5.962 0.37
C -4.030 0.406 0.488 -0.38
H -6.424 -4.497 1.273 0.38
C 4.877 -1.164 0.204 -0.76
C 3.478 2.260 -0.218 -1.02
C 3.644 -6.614 -0.843 -0.62
H 4.365 -0.793 -1.836 0.48
C 2.157 1.694 -0.588 0.82
N 5.079 -4.702 -0.666 -0.32
H 7.972 6.643 -3.558 0.35
H -8.011 -6.651 5.348 0.37
H -6.140 0.482 0.933 0.40
H 2.993 2.747 -3.897 0.41
C -10.359 -0.203 5.098 -0.14
H 3.166 -4.588 -1.390 0.30
C 6.023 -5.503 -0.175 -0.12
C -7.678 -6.203 4.418 -0.28
O -0.378 -0.530 -1.254 -0.57
C 1.783 0.420 -0.748 0.52
C -7.608 -6.129 2.040 -0.39
C 0.950 2.535 -0.819 0.15
N -4.073 -1.970 1.940 -0.33
C 3.092 4.085 -5.569 -0.44
H 8.944 8.457 -2.140 0.38
C 5.856 -6.867 0.010 -0.51
C -5.210 -0.059 1.045 -0.57
H -1.934 -0.007 0.253 0.08
H 3.311 3.189 0.329 0.40
H -7.558 -1.928 4.358 0.33
C -6.800 -5.009 2.149 -0.34
H -10.961 1.542 3.986 0.35
H 5.566 1.320 -2.315 0.30
H 2.226 -1.364 0.324 0.38
C 1.066 3.544 -4.444 -0.11
N -8.197 -0.263 3.344 -0.24
H -5.843 -3.681 3.546 0.79
C -2.947 -1.507 1.397 -0.38
B 4.340 2.623 -1.513 0.77
H 5.013 4.270 -0.845 0.32
C -8.057 -6.742 3.198 -0.30
C 3.990 -0.951 -0.828 -0.57
H 6.659 -7.468 0.412 0.34
C 1.159 5.026 -6.303 -0.26
C 7.553 6.478 0.209 -0.23
H -0.660 4.530 -5.274 0.38
C -5.176 -1.246 1.759 0.00
H 5.096 -0.430 0.978 0.23
H -7.882 -6.518 1.067 0.37
C -9.136 0.677 3.256 -0.07
H 6.756 4.785 -2.429 0.40
N -6.902 -5.128 4.542 -0.55
H 5.437 -2.095 0.268 0.25
H -8.999 1.405 2.463 0.35
C 8.247 7.556 -0.317 -0.48
H 8.648 8.319 0.335 0.36
H 4.166 3.994 -5.694 0.40
C 2.438 3.391 -4.563 -0.03
C 0.410 4.380 -5.332 -0.55
H -4.012 1.330 -0.077 0.41
H 0.514 3.022 -3.672 0.43
O -0.089 1.712 -1.220 -0.39
H -2.064 -2.117 1.558 0.36
H -8.689 -7.619 3.159 0.36
O 4.701 1.706 -2.485 -0.67
H 2.087 -1.531 -1.400 0.33
C -9.393 -1.190 5.203 -0.73
H 3.985 1.575 0.459 0.31
```

Calculated values
structure (SMILES) = C=CCC1=C(CB(O)O)C(=O)OC1=O.c1ccncc1.c1ccncc1.c1ccncc1.c1ccncc1.c1ccncc1.c1ccncc1
orbital gap = 7.432 eV
net charge = 0
lowest unoccupied orbital energy = -0.686 eV
E_HOMO = -8.12 eV
ΔE to the lowest compared entry with this formula, charge and spin = 0.00 kJ/mol



No. 2
Below is a molecular structure, C38H39BeNO2P2SiTe at a distorted geometry, with properties calculated with ωB97M-V with the def2-TZVPD basis set.

Structure (XYZ):
```
85
Properties=species:S:1:pos:R:3:mulliken_charge:R:1
C -2.467 1.824 -2.471 -0.47
H 1.810 2.325 -2.047 0.36
C 5.868 1.976 -1.498 -0.89
Be 2.110 -1.173 0.464 0.13
Si 5.269 0.505 -2.499 -0.07
C 0.133 2.165 -0.730 0.97
H -2.662 -1.527 3.104 0.31
H -1.426 1.146 -6.119 0.37
H 6.705 2.482 -1.990 0.29
H -3.583 -5.701 2.961 0.32
C -3.216 -3.590 3.134 -0.68
H -2.194 0.851 1.912 0.85
H 1.311 -3.519 2.462 0.04
H -3.538 2.348 -5.646 0.35
C 1.202 2.848 -1.315 -0.91
H -7.075 0.246 -0.735 0.35
H -4.811 0.108 -1.744 0.38
H 2.497 -4.260 1.393 0.24
H 0.987 5.809 0.323 0.33
C -0.928 0.892 -4.042 -0.70
C -1.298 1.104 -2.718 0.40
C 2.313 1.271 1.465 -1.06
C -4.757 -2.567 0.293 -0.15
H -0.510 -4.088 0.450 0.39
C -1.497 -2.654 1.694 0.00
H -2.753 2.017 -1.442 0.52
H -0.006 0.356 -4.241 0.39
H 2.340 4.664 -1.414 0.37
C -1.726 1.334 -5.094 -0.47
H -4.139 -3.394 0.624 0.44
H -3.978 -3.437 3.891 0.39
H -0.907 4.616 1.377 0.38
C 2.380 -3.563 2.232 -0.74
C 4.660 1.188 -4.144 -0.99
H -4.181 2.814 -3.299 0.40
C 3.174 -1.007 -0.958 -2.32
C -2.471 -2.504 2.681 -0.33
C -1.390 -0.352 -0.186 -1.50
H 4.240 0.394 -4.767 0.30
H 1.164 -1.199 3.543 0.10
C -2.029 -5.029 1.631 -0.74
O 1.581 0.287 0.807 0.19
H 0.973 0.106 5.625 0.40
O 3.816 -1.716 2.449 -0.73
C -6.034 -2.400 0.810 -0.37
H -6.417 -3.095 1.553 0.38
C -0.607 2.812 0.249 0.35
P -0.169 0.446 -1.361 0.09
C -3.002 -4.855 2.610 -0.51
C 4.037 -0.440 -1.620 2.08
C -6.393 -0.550 -0.448 -0.42
H 7.240 -0.914 -1.974 0.28
H 1.644 2.058 1.841 0.19
N -6.860 -1.413 0.458 -0.68
H 6.194 1.652 -0.506 0.31
H 2.936 -3.930 3.102 0.38
H 3.876 1.934 -3.991 0.31
H -2.357 2.235 3.976 0.39
H 6.521 -1.396 -3.512 0.29
C 2.874 -2.172 1.797 0.79
C -1.285 -3.943 1.194 0.14
H 5.479 1.660 -4.697 0.28
C 1.506 4.151 -0.948 -0.47
H 3.043 1.743 0.788 0.00
C -3.269 2.266 -3.511 -0.62
H 2.873 0.863 2.317 0.37
H 7.549 0.048 -3.433 0.26
C -0.703 1.263 4.937 -0.74
Te -2.320 -1.835 -1.463 0.08
C 6.792 -0.533 -2.896 -1.02
C -0.308 4.119 0.621 -0.83
C 0.746 4.795 0.023 -0.49
C 0.377 -0.460 3.646 -0.73
C -1.587 1.476 3.888 -1.06
H -1.854 -6.011 1.207 0.35
C -0.508 -0.251 2.587 0.86
C 0.278 0.285 4.812 -0.57
C -2.906 2.012 -4.832 -0.42
C -1.491 0.719 2.725 -0.23
C -4.272 -1.653 -0.634 -0.02
H 5.062 2.700 -1.354 0.23
C -5.130 -0.625 -1.015 -0.21
H -0.775 1.854 5.843 0.31
P -0.354 -1.295 1.071 1.42
H -1.419 2.283 0.726 0.04
```

Calculated values
orbital gap = 5.189 eV
net charge = -2
lowest unoccupied orbital energy = 4.112 eV
E_HOMO = -1.08 eV
ΔE to the lowest compared entry with this formula, charge and spin = 123.05 kJ/mol



No. 3
Below is a molecular structure, C38H40AsBrIN3RuSb2, with properties calculated with ωB97M-V with the def2-TZVPD basis set.

Structure (XYZ):
```
87
Properties=species:S:1:pos:R:3:lowdin_spin:R:1
C -2.172 -3.241 -3.753 0.00
C 4.602 -2.454 3.804 0.00
C -2.175 3.538 -2.073 0.00
H -1.885 4.091 -4.126 0.00
C 2.574 -0.540 3.656 0.00
H 0.156 -2.811 0.500 0.00
H 3.342 -2.425 0.298 0.00
C -1.586 1.357 2.875 0.00
H -7.378 -0.644 1.739 0.00
N 0.650 -1.585 -1.064 0.00
C 3.476 -2.577 4.604 0.00
C 3.869 0.712 1.870 0.00
C -4.008 -0.876 1.579 0.00
C 1.147 -3.253 -2.487 0.00
C -1.937 1.201 -1.601 0.01
C 1.262 4.313 -1.542 0.00
C -6.207 -0.262 -0.016 0.00
H 3.618 -1.974 -1.406 0.00
H 5.611 -1.269 2.339 0.00
C 1.484 5.104 -0.421 0.01
H 0.853 2.748 1.898 0.00
C -1.888 3.275 -3.414 0.03
N 0.730 2.431 -0.151 0.01
C 2.475 -1.621 4.530 0.00
C 0.959 3.207 0.927 0.01
C 3.790 -1.693 -0.370 0.00
C -1.625 -1.044 -4.596 0.00
Sb 2.962 0.210 0.001 0.01
H -2.461 1.312 2.234 0.00
Sb -0.045 0.067 2.199 -0.02
H 4.967 1.277 -1.399 0.00
C 3.707 -0.420 2.841 0.00
H -2.594 -3.378 -1.649 0.00
I 1.730 -4.249 -4.186 0.00
C 0.773 -3.795 -1.275 0.00
C -2.310 -2.728 -2.468 0.00
H 0.277 -2.556 2.701 0.00
H 5.403 -3.177 3.873 0.00
H 1.842 1.502 3.483 0.00
H 1.482 5.109 1.738 0.00
C -6.381 -0.608 1.320 0.00
C -1.723 0.920 -2.966 0.02
H -1.418 -2.259 2.173 0.00
H -2.425 2.695 -0.118 0.00
C 0.879 3.003 -1.361 0.01
H 4.860 -1.643 -0.180 0.00
H 3.483 1.668 2.219 0.00
H -1.708 -2.812 -5.798 0.00
C -5.288 -0.920 2.114 0.00
C -1.782 -0.512 -3.323 0.00
H -2.347 -4.293 -3.937 0.00
H -1.856 1.066 3.890 0.00
C -1.663 1.982 -3.865 0.00
Br 1.984 6.882 -0.595 0.01
C -2.113 -1.372 -2.271 0.00
N 0.482 -2.769 -0.453 0.00
H 0.924 0.482 4.577 0.00
H -0.889 -1.874 3.824 0.00
H 0.698 -4.820 -0.950 0.00
C -3.840 -0.511 0.248 0.02
H 3.747 2.536 -1.099 0.00
H -5.431 -1.207 3.147 0.00
C 1.481 0.487 3.638 -0.01
C 4.713 -1.380 2.935 0.00
H 1.369 4.713 -2.540 0.00
C -0.588 -1.895 2.777 -0.01
Ru 0.335 0.373 -0.324 0.78
As -2.123 -0.426 -0.600 0.06
H 0.666 2.376 -2.223 0.00
H 1.620 -1.693 5.193 0.00
H 3.497 1.335 -2.391 0.00
H 4.920 0.857 1.614 0.00
C -1.816 -2.405 -4.802 0.00
H -4.803 0.045 -1.606 0.00
C -4.936 -0.216 -0.563 0.00
H -1.379 -0.408 -5.437 0.00
C 3.901 1.499 -1.394 0.01
H -7.065 -0.033 -0.633 0.00
C 1.055 -1.871 -2.301 0.00
H -1.212 2.379 2.890 0.00
C -2.190 2.503 -1.158 0.02
H -3.165 -1.153 2.195 0.00
H 3.390 -3.397 5.303 0.00
H -2.403 4.548 -1.759 0.00
C 1.322 4.531 0.839 0.00
H -1.513 1.803 -4.921 0.00
H 1.263 -1.087 -3.014 0.00
```

Calculated values
spin multiplicity = 2
orbital gap (alpha / beta) = 6.538 / 5.985 eV
net charge = +3
lowest unoccupied orbital energy (alpha / beta) = -9.371 / -9.921 eV
E_HOMO (alpha / beta) = -15.91 / -15.91 eV
⟨S²⟩ = 0.762
ΔE to the lowest compared entry with this formula, charge and spin = 1.04 kJ/mol